# 1
Here is C45H109BrClIN2O15P3S as an isolated structure at a distorted geometry from OMol25. Energies are from ωB97M-V/def2-TZVPD.

## Properties
Charge: +1
E_HOMO in hartree: -0.413

XYZ file:
```
178
Properties=species:S:1:pos:R:3:lowdin_charge:R:1
C 1.1655 -2.8079 5.2873 -0.16
C 2.0581 -2.9930 3.9506 -0.40
P 0.9692 -2.9950 2.4061 1.04
C 1.8440 -4.2021 1.2080 -0.39
C 0.8849 -5.4193 0.7708 -0.16
C 1.0430 -1.3344 1.5061 -0.31
N 2.1444 -0.6481 1.1896 -0.24
N 3.4276 -1.0487 1.4592 0.15
C 1.6566 0.5805 0.4505 -0.82
I 1.7605 -0.2522 -1.6067 0.89
P 2.8479 2.0773 0.2200 0.60
O 4.2203 1.8854 1.2347 -0.43
Br 3.6152 2.1060 -1.9473 0.16
C 0.2013 0.8631 1.0725 -0.48
C -0.4693 1.9860 0.1630 -0.21
C -2.0526 1.9541 0.0392 -0.18
C -2.8803 1.5797 1.3313 -0.20
C -4.2168 0.7793 0.8877 -0.13
C -4.6542 -0.0359 2.2088 -0.19
O -5.8586 -0.8044 2.0304 -0.03
C -5.6038 -2.0797 1.5185 -0.44
C -6.8243 -2.7862 0.7556 0.03
O -4.5533 -2.7175 1.6341 0.05
P 0.2486 1.5415 2.8606 0.42
O -0.6377 2.9803 3.0387 -0.22
O -0.4722 0.4574 3.9841 -0.25
S 2.0253 1.8626 3.5360 0.43
C -0.3648 -0.6265 1.1084 -0.60
Cl -1.3341 -1.2949 -0.2732 0.66
H 1.5253 -3.5025 6.1130 0.09
H 0.1058 -3.1479 5.0474 0.06
H 1.1804 -1.7220 5.6005 0.06
H 2.5076 -4.0409 4.0363 0.09
H 2.9341 -2.2756 3.9168 0.06
H 2.0900 -3.6253 0.2593 0.06
H 2.8315 -4.5570 1.6577 0.09
H -0.1819 -5.2913 1.1165 0.06
H 1.3715 -6.3719 1.1445 0.08
H 0.8967 -5.4630 -0.3578 0.07
H 4.0664 -0.6916 0.7381 0.09
H 3.7289 -0.7926 2.4055 0.11
H 4.4060 2.7375 1.6858 0.06
H -0.1825 3.0286 0.5374 0.12
H -0.0751 1.9792 -0.9119 0.08
H -2.3174 1.2557 -0.8249 0.08
H -2.3749 2.9918 -0.3182 0.13
H -2.3711 0.9008 2.0791 0.06
H -3.2636 2.5105 1.8635 0.12
H -3.9531 0.0125 0.0873 0.08
H -5.0319 1.4640 0.5134 0.13
H -4.9181 0.7777 2.9713 0.14
H -3.7868 -0.6055 2.6568 0.12
H -6.6890 -3.8952 0.9127 0.07
H -6.7639 -2.5169 -0.3402 0.09
H -7.7718 -2.4170 1.2619 0.09
H -1.4809 2.8256 3.5078 0.07
H -1.4482 0.5316 3.9594 0.06
H -1.0077 -0.9575 1.9931 0.08
C 4.0026 0.1639 8.7686 -0.05
C 2.8484 -0.1830 7.8418 -0.50
C 2.2613 1.0633 7.1984 -0.07
O 1.8323 -0.8600 8.5798 -0.07
H 3.6671 0.8147 9.5821 0.08
H 4.4073 -0.7391 9.2319 0.08
H 4.8059 0.6690 8.2270 0.08
H 3.1950 -0.8693 7.0643 0.13
H 1.8659 1.7462 7.9571 0.09
H 1.4263 0.8001 6.5435 0.05
H 3.0138 1.5939 6.6098 0.06
H 1.5183 -0.2622 9.2703 0.09
C -3.6403 -2.0426 -3.4408 -0.05
C -4.2547 -0.6946 -3.0986 -0.49
C -5.3264 -0.3029 -4.1033 -0.05
O -3.2323 0.3020 -3.0809 -0.07
H -3.1605 -2.0142 -4.4230 0.06
H -2.8640 -2.3061 -2.7160 0.06
H -4.3963 -2.8311 -3.4453 0.07
H -4.6883 -0.7327 -2.0949 0.12
H -4.9059 -0.2146 -5.1081 0.06
H -5.7508 0.6723 -3.8505 0.08
H -6.1328 -1.0396 -4.1274 0.09
H -2.8430 0.3432 -3.9632 0.09
C -1.0766 5.0144 -3.6498 -0.05
C 0.1089 5.3438 -2.7563 -0.48
C 1.1903 6.0863 -3.5241 -0.06
O 0.6509 4.1351 -2.2194 -0.10
H -0.7718 4.3675 -4.4785 0.08
H -1.8418 4.4711 -3.0880 0.07
H -1.5240 5.9214 -4.0624 0.09
H -0.2253 5.9519 -1.9115 0.14
H 1.5715 5.4762 -4.3486 0.07
H 2.0402 6.3065 -2.8727 0.08
H 0.8105 7.0248 -3.9330 0.08
H 0.9497 3.5898 -2.9584 0.06
C 0.1769 4.6376 -8.7894 -0.06
C -0.5188 5.4737 -7.7262 -0.50
C -1.3676 6.5707 -8.3501 -0.06
O 0.4590 6.0601 -6.8670 -0.07
H 0.8492 5.2556 -9.3937 0.09
H 0.7910 3.8610 -8.3252 0.05
H -0.5487 4.1603 -9.4534 0.08
H -1.1490 4.8294 -7.1069 0.13
H -0.7486 7.2551 -8.9385 0.08
H -1.8523 7.1694 -7.5747 0.08
H -2.1386 6.1515 -9.0010 0.08
H 1.0213 6.6315 -7.4043 0.09
C 8.9940 -1.5482 0.6068 -0.06
C 7.5117 -1.7556 0.3411 -0.50
C 7.2276 -1.8767 -1.1481 -0.06
O 6.7736 -0.6564 0.8785 -0.07
H 9.3484 -0.6246 0.1385 0.08
H 9.1819 -1.4521 1.6787 0.08
H 9.5845 -2.3827 0.2221 0.08
H 7.1691 -2.6576 0.8548 0.14
H 7.5217 -0.9643 -1.6763 0.08
H 6.1574 -2.0144 -1.3251 0.07
H 7.7654 -2.7210 -1.5853 0.08
H 7.0685 0.1471 0.4315 0.09
C 3.8958 1.1654 -8.2987 -0.06
C 3.0855 1.8067 -7.1834 -0.49
C 2.9835 0.8909 -5.9742 -0.07
O 1.7750 2.1078 -7.6604 -0.07
H 3.4241 0.2385 -8.6401 0.08
H 3.9504 1.8302 -9.1639 0.08
H 4.9121 0.9379 -7.9681 0.08
H 3.5490 2.7519 -6.8898 0.14
H 2.4799 -0.0463 -6.2323 0.08
H 2.3890 1.3642 -5.1874 0.06
H 3.9731 0.6566 -5.5739 0.08
H 1.3563 1.2785 -7.9232 0.09
C -4.1143 -7.2353 -1.2336 -0.06
C -5.4466 -6.5329 -1.4431 -0.49
C -5.3381 -5.4449 -2.4996 -0.07
O -5.8794 -5.9578 -0.2120 -0.07
H -3.3519 -6.5296 -0.8879 0.08
H -4.2040 -8.0064 -0.4648 0.08
H -3.7641 -7.7020 -2.1575 0.08
H -6.2029 -7.2623 -1.7432 0.14
H -4.6172 -4.6787 -2.1964 0.06
H -6.2993 -4.9413 -2.6320 0.08
H -5.0243 -5.8577 -3.4616 0.08
H -5.2162 -5.3104 0.0631 0.07
C -1.6213 -2.9828 9.2907 -0.07
C -0.8321 -3.4623 10.4994 -0.50
C -1.0345 -2.5417 11.6929 -0.06
O 0.5534 -3.5161 10.1704 -0.06
H -1.2938 -1.9846 8.9825 0.07
H -1.4581 -3.6469 8.4382 0.08
H -2.6921 -2.9476 9.5065 0.08
H -1.1423 -4.4769 10.7617 0.14
H -0.6874 -1.5282 11.4666 0.08
H -0.4538 -2.8914 12.5496 0.08
H -2.0876 -2.4931 11.9807 0.08
H 0.8388 -2.6217 9.9362 0.06
C -2.1478 -3.1831 -7.2665 -0.06
C -3.6672 -3.1160 -7.2784 -0.50
C -4.2201 -3.3446 -8.6761 -0.06
O -4.0909 -1.8382 -6.8023 -0.08
H -1.7185 -2.4085 -7.9100 0.08
H -1.7633 -3.0065 -6.2584 0.07
H -1.7927 -4.1575 -7.6099 0.08
H -4.0734 -3.8666 -6.5954 0.14
H -3.8615 -2.5757 -9.3676 0.08
H -5.3108 -3.2829 -8.6719 0.08
H -3.9268 -4.3238 -9.0615 0.08
H -3.7373 -1.1666 -7.3991 0.09
C 2.8522 5.6877 6.6211 -0.06
C 3.4460 5.7884 5.2249 -0.49
C 2.3677 6.0349 4.1810 -0.06
O 4.1399 4.5806 4.9155 -0.08
H 2.1484 4.8513 6.6857 0.08
H 3.6361 5.4998 7.3588 0.08
H 2.3279 6.6064 6.8946 0.08
H 4.1782 6.5991 5.1950 0.14
H 1.6474 5.2104 4.1625 0.06
H 2.8071 6.0940 3.1819 0.08
H 1.8289 6.9641 4.3814 0.08
H 3.5004 3.8589 4.9399 0.02
```

---

# 2
Here is a 10-piece molecular cluster, C45H109N5O15 overall at a distorted geometry from OMol25. Energies are from ωB97M-V/def2-TZVPD.

## Properties
Relative energy (zero: lowest compared OMol25 entry of this formula, charge and spin) in kJ/mol: 0.0
E_HOMO in hartree: -0.299

XYZ file:
```
174
Properties=species:S:1:pos:R:3:lowdin_charge:R:1
C -0.9890 1.7899 -3.4650 -0.05
C 0.2172 1.9822 -4.3649 -0.44
C 0.2905 3.3270 -5.0403 -0.20
O -0.6959 3.5498 -6.0262 -0.18
C -0.5566 2.7714 -7.1902 -0.11
N 1.4326 1.7575 -3.5747 0.06
H -0.9298 0.7936 -3.0199 0.04
H -1.9113 1.7569 -4.0558 0.06
H -1.1324 2.5799 -2.7272 0.07
H 0.1280 1.1810 -5.1128 0.12
H 1.2871 3.4467 -5.4955 0.13
H 0.1879 4.0875 -4.2638 0.13
H 0.2028 3.2111 -7.8483 0.09
H -1.5148 2.8156 -7.7071 0.09
H -0.3245 1.7250 -6.9977 0.08
H 1.4098 0.8571 -3.1165 0.02
H 2.2186 1.7072 -4.2150 0.07
C 0.4537 1.1383 1.2894 -0.06
C -0.3787 -0.0931 1.0644 -0.41
C -1.4771 0.1658 0.0263 -0.20
O -2.0307 -1.0703 -0.3831 -0.20
C -2.9456 -0.9153 -1.4609 -0.09
N 0.4226 -1.3214 0.7758 0.08
H 0.8116 1.6296 0.3775 0.08
H 1.2669 1.0362 2.0038 0.08
H -0.1990 1.9355 1.6747 0.05
H -0.9605 -0.3152 1.9714 0.11
H -0.9808 0.5927 -0.8641 0.11
H -2.2118 0.9060 0.3582 0.13
H -2.7971 -1.7120 -2.1918 0.05
H -2.7720 0.0086 -2.0236 0.08
H -3.9308 -0.9263 -0.9945 0.08
H 0.0112 -2.0782 1.3095 0.06
H 0.1563 -1.5140 -0.1880 0.05
C -4.7489 1.3099 -4.9398 -0.23
C -5.2947 1.3551 -3.5276 -0.21
O -5.7655 0.0627 -3.1590 -0.07
O -5.4363 0.3641 -5.7409 -0.06
H -3.6686 1.1790 -5.0040 0.09
H -4.9593 2.3200 -5.3148 0.13
H -6.0764 2.1010 -3.3603 0.12
H -4.4846 1.7253 -2.8785 0.11
H -6.5148 0.1718 -2.5685 0.10
H -5.9752 -0.1740 -5.1466 0.08
C -1.6592 5.9151 -0.1066 -0.25
C -2.2862 4.5653 -0.3189 -0.22
O -1.8525 3.6264 0.6693 -0.08
O -2.3429 6.6093 0.9290 -0.07
H -1.8346 6.5235 -1.0006 0.12
H -0.5829 5.8900 0.0647 0.11
H -1.9253 4.1806 -1.2759 0.10
H -3.3677 4.6875 -0.2757 0.12
H -2.4284 3.7156 1.4348 0.08
H -1.8817 6.4954 1.7683 0.05
C -3.5481 -1.5550 2.6267 -0.21
C -3.5596 -0.4616 3.6408 -0.26
O -4.5649 0.5057 3.4827 -0.04
O -4.5178 -2.5708 3.0436 -0.09
H -2.5959 -2.0928 2.5656 0.12
H -3.7872 -1.3017 1.5906 0.10
H -2.5824 0.0356 3.5343 0.11
H -3.4595 -0.8324 4.6671 0.13
H -5.3985 0.0536 3.3172 0.09
H -4.3955 -3.3404 2.4789 0.07
C -3.2584 -2.3047 -4.4383 -0.22
C -2.3009 -1.3978 -5.1981 -0.25
O -2.8672 -0.8102 -6.3384 -0.05
O -2.5276 -3.0537 -3.4644 -0.10
H -3.7910 -2.9643 -5.1294 0.13
H -4.0164 -1.7138 -3.9094 0.09
H -1.3823 -1.9489 -5.4010 0.11
H -1.9940 -0.6144 -4.4812 0.10
H -3.5891 -0.2587 -6.0077 0.03
H -2.6802 -3.9948 -3.5770 0.10
C -5.0701 -3.3638 -1.0357 -0.26
C -6.2027 -2.7627 -0.2202 -0.24
O -6.6721 -3.6833 0.7531 -0.06
O -5.2248 -4.7408 -1.2982 -0.04
H -4.1551 -3.2188 -0.4416 0.11
H -4.9026 -2.7932 -1.9517 0.09
H -7.0396 -2.5392 -0.8995 0.12
H -5.9203 -1.8059 0.2255 0.11
H -6.6055 -3.3081 1.6357 0.07
H -6.1205 -4.9973 -1.0579 0.08
C 3.8508 -5.4194 5.8001 -0.04
C 3.2552 -5.8063 4.4511 -0.52
C 1.7531 -5.5428 4.5224 -0.15
C 1.3650 -4.0855 4.2481 -0.17
C 1.9164 -3.6686 2.8816 -0.15
C 3.4538 -3.7510 2.9234 -0.52
N 3.8266 -5.1061 3.2987 -0.10
O 5.2407 -5.2403 3.3405 -0.01
C 3.8818 -3.4724 1.4774 -0.05
C 4.0087 -2.6368 3.8246 -0.02
C 3.4360 -7.3113 4.2103 -0.04
H 4.9358 -5.4387 5.8808 0.08
H 3.4723 -6.1021 6.5720 0.09
H 3.4700 -4.4658 6.1765 0.07
H 1.1437 -6.2249 3.9199 0.12
H 1.3608 -5.7695 5.5231 0.12
H 1.7775 -3.4241 5.0084 0.10
H 0.2717 -4.0567 4.2577 0.11
H 1.6925 -2.6015 2.8542 0.09
H 1.4952 -4.2148 2.0408 0.12
H 3.6768 -4.3247 0.8351 0.08
H 3.4139 -2.5356 1.1507 0.08
H 4.9243 -3.1293 1.4019 0.08
H 3.4070 -1.7315 3.7359 0.09
H 4.0904 -2.9477 4.8625 0.06
H 5.0244 -2.3605 3.5314 0.08
H 3.2360 -7.4818 3.1475 0.09
H 2.6877 -7.9085 4.7309 0.08
H 4.4489 -7.6571 4.4113 0.08
H 5.4555 -5.6444 2.4947 0.10
C 0.7411 -1.7623 -3.4604 -0.03
C 1.9362 -2.6736 -3.2650 -0.51
C 1.7432 -3.9930 -3.9624 -0.14
C 2.9672 -4.9003 -4.0177 -0.16
C 4.1772 -4.1434 -4.5964 -0.12
C 4.3841 -2.6766 -4.1761 -0.51
N 3.1370 -2.0352 -3.8020 -0.10
O 3.3428 -0.7194 -3.3405 -0.02
C 5.3455 -2.6941 -2.9481 -0.03
C 5.0904 -1.8923 -5.2699 -0.03
C 2.0758 -2.8891 -1.7457 -0.04
H -0.1555 -2.3283 -3.1919 0.08
H 0.6655 -1.4983 -4.5191 0.09
H 0.8013 -0.8507 -2.8751 0.06
H 0.9170 -4.5529 -3.5180 0.12
H 1.4738 -3.8304 -5.0155 0.13
H 2.7733 -5.7117 -4.7151 0.11
H 3.2234 -5.2633 -3.0198 0.11
H 4.1422 -4.2297 -5.6865 0.11
H 5.0859 -4.6669 -4.2944 0.11
H 4.8834 -3.1913 -2.0943 0.07
H 6.2343 -3.2804 -3.1886 0.08
H 5.6818 -1.6971 -2.6598 0.08
H 4.6680 -2.0623 -6.2598 0.08
H 5.0528 -0.8394 -4.9904 0.08
H 6.1527 -2.1422 -5.3204 0.09
H 1.2261 -3.3966 -1.2814 0.09
H 2.2149 -1.9261 -1.2441 0.07
H 2.9389 -3.4606 -1.3931 0.05
H 3.6941 -0.8124 -2.4416 0.09
C -0.1665 3.9676 3.8660 -0.04
C -0.0329 5.2835 4.6034 -0.52
C 0.8728 5.0219 5.8356 -0.14
C 1.3764 6.2991 6.5126 -0.17
C 2.2206 7.0999 5.5187 -0.14
C 1.4932 7.3826 4.2034 -0.52
N 0.7028 6.2302 3.7931 -0.09
O 0.0828 6.4383 2.5327 -0.02
C 0.6579 8.6729 4.3459 -0.02
C 2.5647 7.6271 3.1518 -0.04
C -1.3952 5.7773 5.1150 -0.01
H 0.6854 3.7643 3.2070 0.09
H -1.0115 3.9706 3.1709 0.06
H -0.2104 3.0729 4.4894 0.09
H 0.2421 4.5467 6.5962 0.12
H 1.6502 4.3039 5.5703 0.12
H 2.0297 5.9155 7.2982 0.11
H 0.5290 6.8834 6.8666 0.11
H 3.1015 6.4811 5.3083 0.12
H 2.5954 7.9788 6.0452 0.12
H 0.3695 9.0650 3.3703 0.08
H -0.2057 8.5611 4.9980 0.07
H 1.3093 9.4400 4.7759 0.08
H 2.1304 7.8883 2.1841 0.08
H 3.2494 8.4129 3.4664 0.09
H 3.1260 6.7059 2.9717 0.09
H -2.0404 5.8833 4.2341 0.08
H -1.3504 6.7666 5.5641 0.07
H -1.8334 5.0503 5.7945 0.09
H 0.7277 6.0928 1.9061 0.10
```

---

> The highest E_HOMO belongs to which entry?

C45H109N5O15

---

> What is the E_HOMO in the first record?

-0.413 hartree